Entry 1:
{
  "formula": "C2H3FI2",
  "method": "the ωB97M-V functional and the def2-TZVPD basis",
  "max_force_ev_per_a": 4.4,
  "energy_ha": -773.14183,
  "de_lowest_kcal_mol": 54.1,
  "orbital_gap_ev": 8.20,
  "species": ["C", "C", "F", "I", "I", "H", "H", "H"],
  "xyz": [[-1.025, 0.320, -0.792], [0.770, -0.181, 0.500], [1.356, -1.029, -0.387], [2.194, 1.302, 1.091], [0.001, -1.286, 2.140], [-1.425, 1.187, -0.267], [-0.338, 0.342, -1.619], [-1.533, -0.655, -0.664]],
  "nbo_charge": [-0.465, -0.088, -0.399, 0.172, 0.147, 0.215, 0.210, 0.207]
}



Entry 2:
{
  "formula": "C2H9N3",
  "method": "the ωB97M-V functional and the def2-TZVPD basis",
  "multiplicity": 2,
  "max_force_ev_per_a": 3.2,
  "energy_ha": -245.48696,
  "charge": 1,
  "de_lowest_kcal_mol": 25.3,
  "orbital_gap_ev": [10.22, 4.87],
  "species": ["C", "N", "H", "H", "H", "N", "C", "N", "H", "H", "H", "H", "H", "H"],
  "xyz": [[0.319, 2.808, -1.037], [0.474, 2.307, 0.127], [0.984, 2.418, -1.800], [-0.573, 3.379, -1.242], [-0.305, 2.596, 0.720], [0.530, -2.493, 0.054], [-0.672, -1.757, -0.001], [-0.623, -0.530, 0.817], [0.537, -3.506, -0.085], [1.425, -2.030, -0.098], [-0.993, -1.460, -1.015], [-1.579, -2.236, 0.378], [-0.157, -0.818, 1.689], [0.158, 0.071, 0.496]],
  "nbo_charge": [-0.025, -0.650, 0.174, 0.174, 0.341, -0.392, -0.162, -0.642, 0.433, 0.425, 0.281, 0.277, 0.368, 0.399]
}



Entry 3:
{
  "formula": "C55H114F3HgN6O9S",
  "method": "the ωB97M-V functional and the def2-TZVPD basis",
  "max_force_ev_per_a": 2.9,
  "energy_ha": -4020.31374,
  "charge": 1,
  "de_lowest_kcal_mol": 0.0,
  "orbital_gap_ev": 3.07,
  "species": ["Hg", "C", "F", "F", "F", "S", "O", "O", "O", "C", "C", "C", "C", "C", "C", "N", "O", "C", "C", "C", "H", "H", "H", "H", "H", "H", "H", "H", "H", "H", "H", "H", "H", "H", "H", "H", "H", "H", "H", "C", "C", "C", "C", "C", "C", "N", "O", "C", "C", "C", "H", "H", "H", "H", "H", "H", "H", "H", "H", "H", "H", "H", "H", "H", "H", "H", "H", "H", "H", "C", "C", "C", "C", "C", "C", "N", "O", "C", "C", "C", "H", "H", "H", "H", "H", "H", "H", "H", "H", "H", "H", "H", "H", "H", "H", "H", "H", "H", "H", "C", "C", "C", "C", "C", "C", "N", "O", "C", "C", "C", "H", "H", "H", "H", "H", "H", "H", "H", "H", "H", "H", "H", "H", "H", "H", "H", "H", "H", "H", "C", "C", "C", "C", "C", "C", "N", "O", "C", "C", "C", "H", "H", "H", "H", "H", "H", "H", "H", "H", "H", "H", "H", "H", "H", "H", "H", "H", "H", "H", "C", "C", "C", "C", "C", "C", "N", "O", "C", "C", "C", "H", "H", "H", "H", "H", "H", "H", "H", "H", "H", "H", "H", "H", "H", "H", "H", "H", "H", "H"],
  "xyz": [[-3.647, 0.171, -0.923], [1.100, -0.511, -0.399], [1.054, -1.312, -1.455], [2.036, -0.948, 0.403], [1.338, 0.693, -0.843], [-0.544, -0.615, 0.526], [-0.730, -1.911, 1.122], [-0.470, 0.479, 1.481], [-1.547, -0.357, -0.547], [2.153, -4.397, -0.225], [1.475, -5.448, -1.126], [2.037, -6.836, -0.794], [1.558, -7.500, 0.493], [0.058, -7.476, 0.502], [-0.586, -6.095, 0.315], [0.015, -5.406, -0.829], [-0.584, -4.195, -1.164], [-2.027, -6.494, 0.003], [-0.556, -5.226, 1.600], [1.741, -5.162, -2.575], [3.231, -4.337, -0.401], [2.045, -4.561, 0.848], [1.748, -3.399, -0.403], [1.828, -7.489, -1.645], [3.124, -6.768, -0.694], [1.994, -7.074, 1.404], [1.994, -8.502, 0.529], [-0.247, -7.877, 1.481], [-0.337, -8.294, -0.104], [-2.666, -5.650, -0.319], [-2.187, -7.069, -0.912], [-2.614, -6.866, 0.843], [-1.497, -5.265, 2.145], [0.241, -5.576, 2.261], [-0.297, -4.205, 1.336], [1.620, -4.092, -2.776], [1.141, -5.678, -3.325], [2.781, -5.376, -2.841], [-0.351, -3.555, -0.465], [-6.068, 1.302, 2.051], [-5.708, -0.032, 2.710], [-7.048, -0.732, 3.024], [-6.878, -2.179, 3.465], [-6.082, -2.905, 2.421], [-4.694, -2.299, 2.142], [-4.841, -0.839, 1.887], [-3.625, -0.215, 1.505], [-3.703, -2.582, 3.279], [-4.147, -2.888, 0.837], [-5.045, 0.285, 4.098], [-6.594, 1.100, 1.112], [-5.154, 1.875, 1.869], [-6.732, 1.984, 2.582], [-7.623, -0.095, 3.699], [-7.753, -0.801, 2.186], [-7.851, -2.674, 3.377], [-6.508, -2.346, 4.477], [-6.625, -3.072, 1.486], [-5.905, -3.936, 2.746], [-2.701, -2.403, 2.874], [-3.789, -1.963, 4.167], [-3.658, -3.604, 3.658], [-3.086, -2.644, 0.714], [-4.081, -3.979, 0.867], [-4.674, -2.600, -0.076], [-5.442, 1.162, 4.614], [-3.982, 0.473, 3.917], [-5.114, -0.468, 4.882], [-3.200, -0.022, 2.362], [-2.248, 3.482, 3.273], [-2.495, 4.452, 2.094], [-1.875, 5.780, 2.550], [-1.652, 6.733, 1.389], [-0.839, 6.069, 0.277], [-1.360, 4.699, -0.216], [-1.726, 3.898, 0.961], [-2.233, 2.628, 0.621], [-2.548, 4.953, -1.157], [-0.213, 4.006, -1.005], [-4.003, 4.700, 1.831], [-2.790, 3.913, 4.117], [-1.186, 3.408, 3.492], [-2.613, 2.470, 3.086], [-2.352, 6.142, 3.461], [-0.846, 5.608, 2.895], [-1.072, 7.556, 1.814], [-2.610, 7.159, 1.076], [0.212, 6.113, 0.555], [-0.927, 6.736, -0.584], [-2.867, 4.071, -1.713], [-3.390, 5.377, -0.616], [-2.317, 5.695, -1.925], [0.806, 4.261, -0.733], [-0.265, 2.917, -1.032], [-0.414, 4.247, -2.053], [-4.416, 3.827, 1.326], [-4.134, 5.556, 1.177], [-4.410, 4.888, 2.822], [-1.638, 2.034, 1.119], [4.748, 1.118, -2.911], [5.988, 0.188, -2.870], [5.900, -0.531, -1.513], [4.865, -1.683, -1.537], [5.088, -2.632, -2.713], [5.214, -1.935, -4.071], [6.051, -0.726, -3.998], [6.114, -0.058, -5.246], [5.908, -2.912, -4.999], [3.798, -1.696, -4.682], [7.257, 1.049, -2.808], [4.631, 1.980, -2.251], [4.563, 1.573, -3.894], [3.821, 0.540, -2.826], [6.916, -0.749, -1.176], [5.478, 0.165, -0.786], [4.850, -2.090, -0.528], [3.935, -1.143, -1.730], [4.250, -3.332, -2.777], [5.929, -3.259, -2.404], [6.967, -2.977, -4.732], [5.913, -2.683, -6.067], [5.496, -3.920, -4.919], [3.287, -2.603, -4.998], [3.912, -1.065, -5.567], [3.188, -1.096, -4.001], [7.430, 1.778, -3.598], [7.297, 1.608, -1.873], [8.070, 0.316, -2.782], [7.070, -0.034, -5.379], [-1.996, 1.887, -3.207], [-1.834, 0.634, -4.063], [-0.352, 0.216, -4.077], [-0.051, -1.209, -4.497], [-0.919, -2.206, -3.723], [-2.416, -1.847, -3.592], [-2.606, -0.417, -3.372], [-3.970, -0.075, -3.223], [-3.067, -2.328, -4.936], [-2.952, -2.686, -2.423], [-2.331, 0.988, -5.480], [-3.004, 2.096, -2.856], [-1.538, 2.724, -3.743], [-1.288, 1.876, -2.374], [0.138, 0.932, -4.739], [0.039, 0.384, -3.068], [0.997, -1.494, -4.438], [-0.314, -1.274, -5.560], [-0.502, -2.228, -2.705], [-0.781, -3.256, -3.985], [-4.012, -1.794, -5.052], [-2.429, -2.202, -5.809], [-3.190, -3.409, -4.874], [-4.034, -2.847, -2.443], [-2.456, -3.655, -2.480], [-2.724, -2.333, -1.411], [-3.314, 1.467, -5.407], [-2.467, 0.142, -6.157], [-1.733, 1.709, -6.037], [-4.462, -0.273, -4.045], [4.548, 6.303, 4.168], [4.123, 4.875, 4.490], [3.067, 4.921, 5.569], [2.272, 3.655, 5.709], [1.559, 3.469, 4.381], [2.427, 3.404, 3.104], [3.591, 4.306, 3.250], [4.461, 4.328, 2.151], [2.877, 1.940, 2.958], [1.524, 3.829, 1.952], [5.375, 4.110, 4.999], [5.116, 6.818, 4.951], [3.735, 7.008, 3.972], [5.205, 6.357, 3.299], [3.457, 5.370, 6.488], [2.373, 5.738, 5.322], [1.594, 3.579, 6.558], [2.951, 2.797, 5.807], [0.780, 4.232, 4.271], [0.940, 2.571, 4.510], [3.777, 1.923, 2.331], [3.197, 1.435, 3.872], [2.117, 1.324, 2.480], [1.085, 4.815, 2.086], [2.104, 3.932, 1.028], [0.765, 3.086, 1.708], [5.433, 4.127, 6.087], [6.305, 4.401, 4.516], [5.254, 3.039, 4.793], [4.941, 3.489, 2.244]],
  "mulliken_charge": [0.331, 0.150, 0.355, -0.154, -0.139, 0.300, -0.785, -0.842, 1.027, -2.025, 2.103, -1.323, -0.710, -1.478, 2.079, -0.632, 0.679, -1.789, -1.413, -1.516, 0.524, 0.353, 0.298, 0.402, 0.436, 0.334, 0.478, 0.444, 0.464, 0.047, 0.369, 0.500, 0.412, 0.304, 0.080, -0.150, 0.414, 0.459, -0.255, -2.287, 1.479, -1.242, -0.650, -1.150, 1.841, -0.590, 2.466, -1.366, -1.731, -1.635, 0.391, 0.224, 0.469, 0.430, 0.415, 0.474, 0.317, 0.406, 0.418, 0.109, 0.190, 0.420, -0.512, 0.649, 0.319, 0.452, 0.330, 0.308, -0.329, -1.076, 1.555, -0.681, -0.890, -1.280, 1.850, 0.237, 0.955, -1.437, -1.553, -1.707, 0.727, -0.017, -0.528, 0.629, -0.296, 0.571, 0.378, 0.404, 0.433, -0.011, 0.322, 0.471, 0.289, -0.376, 0.585, 0.200, 0.366, 0.487, -0.094, -1.355, 1.614, -1.620, 0.977, -0.969, 1.921, 0.349, -0.481, -2.221, -1.340, -1.953, 0.440, 0.314, -0.181, 0.397, 0.382, 0.668, -1.035, -0.142, 0.458, 0.527, 0.362, 0.362, 0.472, 0.448, -0.074, 0.390, 0.380, 0.515, 0.353, -1.577, 0.867, -0.770, -0.471, -1.200, 1.708, 2.204, -0.651, -1.502, -1.760, -1.698, 0.564, 0.628, -0.229, 0.787, -0.595, -0.326, 0.695, -0.602, 0.875, 0.150, 0.382, 0.532, 0.474, 0.372, -0.350, 0.443, 0.313, 0.387, 0.316, -1.983, 1.626, -1.414, -1.001, -1.045, 2.310, 0.573, -0.459, -1.455, -1.705, -1.678, 0.429, 0.355, 0.373, 0.576, 0.412, 0.415, 0.317, 0.197, 0.167, 0.325, 0.297, 0.038, 0.148, 0.621, -0.110, 0.347, 0.371, 0.394, 0.367]
}



Entry 4:
{
  "formula": "C2H2I2NO",
  "method": "the ωB97M-V functional and the def2-TZVPD basis",
  "multiplicity": 3,
  "max_force_ev_per_a": 7.3,
  "energy_ha": -802.61155,
  "charge": -1,
  "de_lowest_kcal_mol": 72.1,
  "orbital_gap_ev": [5.98, 4.07],
  "species": ["C", "C", "N", "O", "I", "I", "H", "H"],
  "xyz": [[-0.012, -0.562, 0.165], [-1.425, -0.363, -0.161], [-0.848, -0.894, 1.055], [-1.261, -1.498, 2.040], [3.416, 0.826, 0.219], [-2.145, 1.669, 0.144], [0.898, -0.089, 0.157], [-1.932, -0.759, -0.949]],
  "nbo_charge": [0.005, -0.252, -0.035, -0.263, -0.956, 0.036, 0.244, 0.222]
}



Entry 5:
{
  "formula": "ClH2OPS",
  "method": "the ωB97M-V functional and the def2-TZVPD basis",
  "max_force_ev_per_a": 6.9,
  "energy_ha": -1276.09369,
  "de_lowest_kcal_mol": 85.5,
  "orbital_gap_ev": [7.57, 7.86],
  "species": ["O", "P", "S", "Cl", "H", "H"],
  "xyz": [[-1.318, -1.291, 0.495], [0.497, -0.020, -0.856], [0.444, 1.736, 0.184], [1.819, -0.892, 0.268], [-1.020, -2.116, 0.393], [-0.422, 2.584, -0.484]],
  "nbo_charge": [-0.953, 0.815, -0.246, -0.210, 0.415, 0.179]
}



Entry 6:
{
  "formula": "C38H42BrN8O9STi",
  "method": "the ωB97M-V functional and the def2-TZVPD basis",
  "multiplicity": 2,
  "max_force_ev_per_a": 1.0,
  "energy_ha": -6410.19643,
  "charge": -2,
  "de_lowest_kcal_mol": 20.2,
  "orbital_gap_ev": [3.86, 6.05],
  "species": ["Ti", "O", "N", "N", "O", "C", "C", "C", "C", "C", "C", "H", "H", "H", "H", "H", "O", "C", "O", "C", "C", "C", "C", "C", "C", "N", "O", "O", "H", "H", "H", "H", "Br", "C", "C", "C", "C", "C", "C", "C", "O", "O", "H", "H", "H", "H", "C", "C", "C", "C", "N", "H", "H", "H", "H", "H", "H", "H", "H", "H", "C", "N", "C", "C", "N", "H", "H", "H", "H", "H", "H", "C", "C", "C", "N", "C", "S", "N", "C", "O", "C", "C", "C", "C", "C", "C", "H", "H", "H", "H", "H", "H", "H", "H", "H", "H", "H", "H", "H", "H"],
  "xyz": [[0.073, 0.507, -0.315], [-0.061, 0.225, 1.678], [0.807, 0.729, 2.561], [0.776, 1.959, 2.665], [1.205, 1.985, -0.273], [1.688, 2.421, 3.627], [2.580, 3.422, 3.248], [3.482, 3.938, 4.168], [3.498, 3.470, 5.476], [2.609, 2.472, 5.854], [1.707, 1.948, 4.937], [2.573, 3.748, 2.216], [4.184, 4.703, 3.860], [4.202, 3.874, 6.192], [2.622, 2.095, 6.870], [1.016, 1.164, 5.218], [0.703, -0.225, -2.211], [-0.122, 0.542, -2.831], [-0.740, 1.401, -2.128], [-0.310, 0.445, -4.273], [-1.424, 1.042, -4.886], [-1.593, 0.999, -6.250], [-0.624, 0.362, -7.059], [0.493, -0.251, -6.447], [0.633, -0.212, -5.079], [-0.764, 0.345, -8.432], [0.131, -0.224, -9.139], [-1.782, 0.905, -8.958], [-2.154, 1.539, -4.258], [-2.450, 1.443, -6.733], [1.219, -0.738, -7.080], [1.483, -0.685, -4.602], [0.233, -4.826, -3.817], [-1.164, -4.442, -2.582], [-2.038, -5.457, -2.229], [-3.057, -5.176, -1.326], [-3.190, -3.899, -0.798], [-2.294, -2.902, -1.151], [-1.268, -3.169, -2.052], [-2.433, -1.519, -0.543], [-3.519, -1.160, -0.126], [-1.329, -0.860, -0.543], [-1.923, -6.446, -2.652], [-3.747, -5.961, -1.040], [-3.987, -3.651, -0.109], [-0.563, -2.387, -2.310], [4.319, 1.262, 0.221], [3.217, 0.728, -0.709], [3.249, 1.535, -2.006], [3.486, -0.749, -0.979], [1.962, 0.856, 0.060], [5.310, 1.130, -0.227], [4.282, 0.733, 1.176], [4.161, 2.325, 0.415], [4.214, 1.382, -2.497], [3.127, 2.599, -1.799], [2.462, 1.224, -2.688], [4.406, -0.854, -1.563], [2.666, -1.208, -1.525], [3.618, -1.286, -0.035], [0.153, 4.849, 0.918], [-0.603, 4.178, -0.125], [-0.252, 4.446, -1.519], [-1.196, 3.036, 0.149], [-1.724, 2.023, 0.355], [1.206, 4.906, 0.629], [0.085, 4.277, 1.840], [-0.226, 5.861, 1.077], [0.823, 4.312, -1.660], [-0.539, 5.465, -1.785], [-0.763, 3.730, -2.158], [0.160, -4.126, 4.572], [1.460, -3.366, 4.819], [1.529, -2.039, 4.066], [1.267, -2.175, 2.638], [1.823, -2.972, 1.742], [1.169, -3.243, 0.235], [3.007, -3.681, 2.060], [4.166, -3.187, 2.621], [4.254, -2.143, 3.227], [5.367, -4.067, 2.416], [6.614, -3.457, 2.470], [7.767, -4.199, 2.272], [7.683, -5.564, 2.032], [6.442, -6.180, 1.993], [5.287, -5.434, 2.180], [0.128, -5.053, 5.149], [0.048, -4.380, 3.517], [-0.704, -3.521, 4.855], [2.315, -3.990, 4.548], [1.572, -3.142, 5.884], [2.485, -1.552, 4.232], [0.745, -1.375, 4.430], [0.567, -1.547, 2.235], [3.154, -4.390, 1.354], [6.653, -2.392, 2.660], [8.733, -3.712, 2.298], [8.583, -6.145, 1.873], [6.370, -7.245, 1.812], [4.325, -5.931, 2.163]],
  "lowdin_spin": [0.001, 0.000, 0.000, 0.000, 0.002, 0.000, 0.000, 0.000, 0.000, 0.000, 0.000, 0.000, 0.000, 0.000, 0.000, 0.000, 0.021, 0.036, 0.024, 0.099, 0.007, 0.067, 0.056, 0.069, 0.008, 0.204, 0.197, 0.196, -0.001, 0.008, 0.008, -0.001, 0.001, 0.000, 0.000, 0.000, 0.000, 0.000, 0.000, 0.000, 0.000, 0.000, 0.000, 0.000, 0.000, 0.000, 0.000, 0.000, 0.000, 0.000, 0.000, 0.000, 0.000, 0.000, 0.000, 0.000, 0.000, 0.000, 0.000, 0.000, 0.000, 0.000, 0.000, 0.000, 0.000, 0.000, 0.000, 0.000, 0.000, 0.000, 0.000, 0.000, 0.000, 0.000, 0.000, 0.000, 0.000, 0.000, 0.000, 0.000, 0.000, 0.000, 0.000, 0.000, 0.000, 0.000, 0.000, 0.000, 0.000, 0.000, 0.000, 0.000, 0.000, 0.000, 0.000, 0.000, 0.000, 0.000, 0.000, 0.000]
}



Repeat the fourth record exactly.
{
  "formula": "C2H2I2NO",
  "method": "the ωB97M-V functional and the def2-TZVPD basis",
  "multiplicity": 3,
  "max_force_ev_per_a": 7.3,
  "energy_ha": -802.61155,
  "charge": -1,
  "de_lowest_kcal_mol": 72.1,
  "orbital_gap_ev": [5.98, 4.07],
  "species": ["C", "C", "N", "O", "I", "I", "H", "H"],
  "xyz": [[-0.012, -0.562, 0.165], [-1.425, -0.363, -0.161], [-0.848, -0.894, 1.055], [-1.261, -1.498, 2.040], [3.416, 0.826, 0.219], [-2.145, 1.669, 0.144], [0.898, -0.089, 0.157], [-1.932, -0.759, -0.949]],
  "nbo_charge": [0.005, -0.252, -0.035, -0.263, -0.956, 0.036, 0.244, 0.222]
}